No. 1
Molecular formula: C4H8N2
Method: DFT, wB97M-V/def2-TZVPD

ORCA input file:
```
! RIJCOSX wB97M-V def2-TZVPD def2/J DEFGRID3
* xyz 0 1
C 1.78 -0.42 0.73
C 0.51 0.40 0.95
C 1.35 -0.18 -0.80
C 0.17 0.54 -0.33
N -3.24 0.41 -0.18
N -2.23 -0.29 -0.47
H 2.57 0.21 1.10
H 0.01 0.60 1.95
H 2.27 0.34 -1.23
H 1.18 -1.15 -1.29
H -0.59 0.97 -0.88
H 1.68 -1.52 0.97
H -3.50 0.96 -0.94
H -1.97 -0.88 0.40
*
```

Values from the calculation:
- LUMO energy (eV) = 0.6834
- ΔE to the lowest compared entry with this formula, charge and spin (eV) = 4.389
- orbital gap (eV) = 9.9

No. 2
Molecular formula: C4H8N2
Method: DFT, wB97M-V/def2-TZVPD

ORCA input file:
```
! RIJCOSX wB97M-V def2-TZVPD def2/J DEFGRID3
* xyz 0 1
C -0.44 -0.03 -0.58
C 0.84 -0.85 -0.72
N -0.64 1.01 -1.43
N 1.30 -1.56 0.40
C -0.19 0.40 1.47
C -0.60 1.27 2.19
H -1.34 -0.64 -0.43
H -1.56 1.44 -1.46
H 0.15 1.63 -1.59
H 0.70 -2.37 0.56
H 0.69 -0.66 1.36
H 0.41 -1.49 -1.53
H 1.63 -0.19 -1.09
H -0.95 2.04 2.84
*
```

Values from the calculation:
- LUMO energy (spin up / spin down) (eV) = 0.3266 / 0.3266
- ΔE to the lowest compared entry with this formula, charge and spin (eV) = 5.415
- orbital gap (spin up / spin down) (eV) = 8.5 / 8.5

No. 3
Molecular formula: C4H8N2
Method: DFT, wB97M-V/def2-TZVPD

ORCA input file:
```
! RIJCOSX wB97M-V def2-TZVPD def2/J DEFGRID3
* xyz 0 1
C 1.78 0.10 -0.09
N 1.49 -1.24 0.39
C 0.63 -0.66 -0.62
C -0.57 0.22 -0.43
C -1.94 -0.01 0.10
N -0.88 0.53 0.95
H 2.64 0.32 -0.72
H 1.51 0.90 0.60
H 1.10 -1.20 1.33
H 0.71 -1.21 -1.56
H -0.48 1.04 -1.15
H -2.29 -1.02 0.31
H -2.72 0.70 -0.19
H -0.97 1.53 1.09
*
```

Values from the calculation:
- LUMO energy (eV) = 1.0690
- ΔE to the lowest compared entry with this formula, charge and spin (eV) = 2.638
- orbital gap (eV) = 10.3
- structure (SMILES) = C1N[C@H]1[C@H]1CN1